[1]
3 unconnected molecules or ions with the total composition C4H12O3, computed with ωB97M-V with the def2-TZVPD basis set.

The geometry in XYZ format:
```
19
Properties=species:S:1:pos:R:3:forces:R:3
C -0.21210 -1.29845 1.75175 0.056 -0.186 -0.305
C 0.56442 -0.47721 0.71916 -0.561 -0.117 -0.266
C 1.67571 0.32308 1.34674 0.480 0.251 0.051
C 1.07379 -1.41835 -0.33469 0.209 -0.220 0.146
O 0.48471 -1.68566 -1.35185 0.045 0.107 -0.148
H -0.67434 -0.62109 2.46039 -0.086 0.016 0.212
H -0.98582 -1.88619 1.25651 -0.062 0.032 0.093
H 0.44480 -1.98634 2.28216 0.053 -0.020 0.136
H -0.15498 0.15248 0.19369 0.040 0.234 0.085
H 1.32025 0.98069 2.13405 -0.248 0.008 0.123
H 2.42411 -0.33333 1.80486 -0.004 0.052 -0.136
H 2.15940 0.97060 0.61407 0.133 -0.101 -0.026
H 2.04354 -1.91359 -0.11971 0.032 -0.025 0.056
O -3.71032 2.29127 -1.89470 -0.064 0.054 -0.076
H -2.85479 2.17488 -2.32427 -0.069 -0.097 0.276
H -3.67694 1.78289 -1.07719 0.168 0.024 -0.161
O -0.03509 1.21185 -2.17424 0.114 -0.088 -0.007
H 0.40172 0.34683 -2.20171 -0.309 0.076 0.008
H -0.28807 1.38562 -3.08501 0.075 0.001 -0.059
```
Forces are in eV/Å.

- SMILES string = CC(C)C=O.O.O
- total charge = 0
- HOMO (eV) = -10.10

[2]
2 unconnected molecules or ions with the total composition C4H12O3 at a distorted geometry, computed with ωB97M-V with the def2-TZVPD basis set.

The geometry in XYZ format:
```
19
Properties=species:S:1:pos:R:3:forces:R:3
C -1.72231 1.00081 0.25088 -0.603 0.348 -1.959
C -0.38584 0.75403 0.75147 3.686 -0.865 5.935
O 0.17053 1.61597 1.78194 0.013 -1.638 1.585
C 0.83757 0.42296 -0.04631 -0.915 2.921 -3.911
C 1.71877 -0.62372 0.42648 0.998 -2.441 -0.859
O 1.18962 -1.95913 0.49402 -1.101 -0.829 0.558
H -2.16814 1.80026 -0.36814 1.279 0.419 0.410
H -2.36239 0.81544 1.02491 -1.887 0.033 2.194
H -1.89199 0.15572 -0.34597 -0.470 -1.488 -1.219
H -0.38888 -0.03262 1.73005 -1.047 0.279 -3.732
H 0.16133 2.52018 1.73778 -0.339 3.573 -1.085
H 0.50846 0.34257 -1.08759 -0.098 -1.345 -0.348
H 1.48428 1.34202 -0.36316 -0.911 -0.957 1.592
H 2.54890 -0.74121 -0.26750 0.522 0.669 0.181
H 2.06376 -0.39418 1.42923 0.116 -0.143 0.123
H 0.87269 -2.45121 -0.30361 0.731 1.511 0.498
O -0.84164 -1.86894 -2.30359 0.726 -3.940 2.830
H -0.82786 -1.34683 -1.52574 -0.025 0.916 0.929
H -0.96687 -1.35212 -3.01517 -0.674 2.976 -3.723
```
Forces are in eV/Å.

- SMILES string = C[C@H](O)CCO.O
- total charge = 0
- HOMO (eV) = -9.74

[3]
4 unconnected molecules or ions with the total composition C4H12O3 at a distorted geometry, computed with ωB97M-V with the def2-TZVPD basis set.

The geometry in XYZ format:
```
19
Properties=species:S:1:pos:R:3:forces:R:3
C -0.48210 -1.69238 1.32455 -1.145 -1.993 1.838
C -0.52588 -0.75426 0.20282 0.740 2.012 -0.349
C -1.83065 -0.26804 -0.25926 0.510 -0.252 -0.204
C 0.72910 -0.18014 -0.17620 -0.176 -1.084 -0.021
O -1.49489 -2.14060 1.82288 -0.096 0.457 -0.569
H 0.42656 -2.04292 1.81710 0.794 0.526 -0.589
H 0.19900 -1.11837 4.35130 0.106 0.048 0.029
H -1.82646 0.82171 -0.08914 -0.043 -0.082 -0.087
H -2.64697 -0.77828 0.23592 -0.106 0.070 0.035
H -1.89340 -0.37681 -1.34801 0.004 0.094 0.029
H 0.79716 0.91324 0.07764 -0.203 0.184 -0.358
H 0.84930 -0.07230 -1.26317 0.193 0.410 -0.376
H 1.57791 -0.72304 0.23158 0.057 0.163 0.074
H 3.31483 1.85343 -2.14966 -0.248 -0.089 -0.036
H -0.50130 -1.34192 4.42869 -0.084 -0.039 -0.002
O 2.49847 1.44780 -1.83640 -0.284 -0.277 0.394
H 0.43248 3.47330 -1.06185 0.052 0.135 0.016
H 1.26328 2.19979 -1.56383 0.450 -0.027 -0.161
O 0.33266 2.54173 -1.25877 -0.521 -0.259 0.338
```
Forces are in eV/Å.

- total charge = 0
- HOMO (eV) = -7.77

[4]
A molecular structure, C4H12O3 at a distorted geometry, computed with ωB97M-V with the def2-TZVPD basis set.

The geometry in XYZ format:
```
19
Properties=species:S:1:pos:R:3:forces:R:3
C -0.45182 1.18667 0.27481 -2.684 3.418 1.081
C -0.70919 0.45313 1.57241 0.728 -1.106 -0.365
C 0.52873 -0.27916 2.08466 -0.171 -0.116 0.102
O -1.35350 1.46346 -0.51042 1.399 -0.995 0.390
O 0.61862 2.01700 0.38781 0.543 -0.844 -0.326
H 0.62171 2.63736 -0.35612 -0.205 -0.126 -0.042
H -1.60740 0.47088 -2.23951 0.553 -1.203 -1.590
H 0.39971 -0.02636 -1.18772 0.964 -1.959 -1.760
H -1.03050 1.19439 2.31009 0.007 0.153 -0.327
H -1.53540 -0.23901 1.40768 0.033 0.085 -0.021
H 1.36286 0.40977 2.19454 0.057 -0.029 0.026
H 0.80323 -1.07899 1.39946 0.079 -0.008 -0.041
H 0.32109 -0.73577 3.05015 0.032 0.005 0.080
C 0.89635 -1.03729 -1.54330 -0.055 1.930 1.486
O 0.19873 -2.10991 -0.97816 -0.406 -0.560 0.140
H -0.67942 -2.15286 -1.37245 0.077 0.044 0.022
H 1.10118 -1.19073 -2.60454 -0.425 0.563 -0.093
H 1.86323 -0.98431 -1.04616 0.190 -0.291 0.019
H -1.34818 0.00175 -2.84322 -0.717 1.039 1.218
```
Forces are in eV/Å.

- total charge = 0
- HOMO (eV) = -10.43

[5]
4 unconnected molecules or ions with the total composition C4H12O3 at a distorted geometry, computed with ωB97M-V with the def2-TZVPD basis set.

The geometry in XYZ format:
```
19
Properties=species:S:1:pos:R:3:forces:R:3
C 0.43839 -1.97817 1.49565 -0.210 -0.422 -1.748
C -0.51389 -1.11085 1.13342 0.467 0.338 1.683
C -1.91243 -1.31733 1.49797 -0.036 -0.240 -0.884
C -2.89964 -0.45524 1.30856 -0.621 -0.472 -0.085
H 0.15716 -3.01141 1.67832 0.058 0.136 0.662
H 1.47395 -1.81718 1.22041 0.042 0.132 0.289
H -0.21797 -0.11948 0.80082 -0.165 0.034 -0.116
H -2.17424 -2.31195 1.84016 0.108 -0.086 0.080
H -3.92147 -0.79653 1.42069 -0.011 0.135 0.371
H -2.79950 0.54251 0.94189 0.358 0.459 -0.249
O 4.62583 1.18421 -1.03555 0.059 0.001 -0.301
H 4.34494 0.57308 -1.72611 -0.049 -0.057 0.176
H 4.63632 2.02902 -1.49848 -0.011 0.059 0.177
O 1.24929 1.12437 -1.69949 -0.413 -0.635 -0.055
H 1.01098 0.53451 -2.42732 0.146 0.260 -0.220
H 0.95987 0.57554 -0.95576 0.210 0.336 0.159
O -1.83849 2.02065 -1.45946 -0.223 -0.075 0.011
H -1.59214 2.26403 -0.56204 0.108 0.063 -0.104
H -1.02696 2.07022 -1.97365 0.183 0.034 0.155
```
Forces are in eV/Å.

- SMILES string = C=CC=C.O.O.O
- total charge = 0
- HOMO (eV) = -9.14

[6]
2 unconnected molecules or ions with the total composition C4H12O3 at a distorted geometry, computed with ωB97M-V with the def2-TZVPD basis set.

The geometry in XYZ format:
```
19
Properties=species:S:1:pos:R:3:forces:R:3
O -0.09144 2.15575 2.65685 0.260 -0.179 -0.095
C -0.08781 1.16128 1.63045 -0.160 -0.225 0.011
C -1.19061 0.15421 1.97483 0.147 1.283 0.523
C -1.03340 -1.21642 1.30818 -0.896 0.550 0.694
C -0.92149 -1.14462 -0.20255 -0.222 -0.014 0.266
O -1.89483 -0.31455 -0.81832 -0.140 0.165 0.097
H 0.62007 2.77946 2.47510 -0.117 -0.032 0.032
H -0.24366 1.65248 0.66696 -0.130 -0.195 -0.134
H 0.85870 0.61185 1.56935 0.202 0.182 0.197
H -2.14059 0.70646 1.84178 0.080 -0.656 -0.348
H -1.13788 0.06626 3.07036 0.061 -0.324 -0.236
H -1.86680 -1.83326 1.67343 0.062 -0.051 -0.439
H -0.14479 -1.65423 1.74422 0.375 -0.271 -0.150
H -1.00138 -2.12538 -0.65297 0.120 -0.403 -0.022
H 0.05825 -0.74613 -0.42816 0.320 0.190 -0.315
H -2.56317 -0.08340 -0.16491 0.038 -0.021 -0.081
O 4.65850 -0.01514 -6.15304 -0.637 -0.447 0.168
H 3.97502 0.65432 -6.28651 0.194 -0.047 -0.002
H 4.14731 -0.80892 -5.90505 0.441 0.494 -0.165
```
Forces are in eV/Å.

- SMILES string = OCCCCO.O
- total charge = 0
- HOMO (eV) = -10.35

[7]
2 unconnected molecules or ions with the total composition C4H12OS at a distorted geometry, computed with ωB97M-V with the def2-TZVPD basis set.

The geometry in XYZ format:
```
18
Properties=species:S:1:pos:R:3:forces:R:3
C 2.44958 -0.69303 2.00619 0.484 -0.829 1.848
C 2.03821 -1.94394 1.25499 -4.628 1.588 -0.222
O 1.28311 -1.33677 0.12474 -0.684 0.911 1.661
H 2.96006 -0.95464 3.03116 -0.595 0.602 -2.050
H 1.49981 -0.12999 2.28923 1.384 -0.484 -0.711
H 3.12074 -0.18082 1.27012 -0.598 0.155 1.214
H 2.70385 -2.47312 0.70759 3.059 -1.833 -0.494
H 1.28959 -2.64723 1.74742 1.202 0.915 -0.093
H 1.44170 -1.78002 -0.68045 0.355 -0.985 -1.187
C -1.15818 0.42416 -2.17593 1.509 -0.187 1.741
S -2.08799 0.98558 -0.76907 -0.182 -0.418 0.357
C -0.83427 1.63038 0.26029 -5.608 1.274 4.585
H -0.08448 0.66788 -2.09505 -0.606 0.212 -0.016
H -1.21998 -0.63385 -2.09199 -0.230 -0.901 -1.137
H -1.62724 0.98265 -2.91252 -0.466 0.026 -2.298
H -1.21172 2.64605 0.41878 0.577 0.218 0.159
H 0.13032 1.68336 0.21810 5.826 -0.106 -2.261
H -0.83167 1.23918 1.33162 -0.797 -0.158 -1.097
```
Forces are in eV/Å.

- SMILES string = CCO.CSC
- total charge = 0
- HOMO (eV) = -7.97

Computed values of LUMO level (unit: eV) for the preceding records, in sequence: 0.7 0.7 -3.8 0.6 0.5 0.8 0.8.
Computed values of HOMO-LUMO gap (unit: eV) for the preceding records, in sequence: 10.77 10.42 4.00 11.04 9.62 11.17 8.78.
Computed values of ΔE to the lowest compared entry with this formula, charge and spin (unit: kJ/mol) for the preceding records, in sequence: 29.5 313.1 575.9 158.4 163.5 76.0 273.0.